Model w:
# C5H13N2O

An isolated ion of composition C5H13N2O and charge +1 (ωB97M-V/def2-TZVPD, the Open Molecules 2025 dataset).

Last column: Löwdin charge in e.
CARTESIAN COORDINATES (ANGSTROEM)
1 O -0.129 -1.385 0.943  0.095
2 C 0.340 -0.286 0.693  -0.474
3 N 1.653 -0.015 0.549  0.068
4 C 2.255 0.478 -0.729  -0.204
5 C 1.872 -0.401 -1.921  -0.055
6 C -0.651 0.829 0.372  -0.048
7 N -1.964 0.375 0.852  0.027
8 C -3.046 0.269 -0.189  0.031
9 H 2.236 -0.797 0.825  0.151
10 H 1.917 1.508 -0.871  0.112
11 H 3.310 0.539 -0.509  0.119
12 H 2.348 -0.095 -2.851  0.088
13 H 0.792 -0.440 -1.850  0.064
14 H 2.358 -1.376 -1.851  0.087
15 H -0.314 1.769 0.800  0.150
16 H -0.577 1.015 -0.696  0.131
17 H -1.785 -0.580 1.225  0.156
18 H -2.301 0.991 1.587  0.184
19 H -3.872 0.896 0.136  0.106
20 H -3.430 -0.738 -0.330  0.110
21 H -2.703 0.592 -1.168  0.102

Summary:
HOMO energy = -13.996 eV
net charge = +1
SMILES = CCNC(=O)C[NH2+]C
gap between HOMO and LUMO = 10.801 eV


Model x:
# C5H13N2O

A 2-piece molecular cluster, C5H13N2O overall (ωB97M-V/def2-TZVPD, the Open Molecules 2025 dataset).

Last column: Löwdin charge in e.
CARTESIAN COORDINATES (ANGSTROEM)
1 O 0.960 0.013 -0.425  0.090
2 C 0.056 0.338 -1.293  -0.133
3 C -1.290 0.588 -1.034  0.166
4 C -1.833 0.533 0.377  -0.137
5 C -2.385 -0.867 0.777  -0.139
6 C -1.256 -1.887 0.622  -0.243
7 N -0.190 -1.562 1.584  0.101
8 N 4.712 2.410 -0.661  -0.003
9 H 0.360 0.475 -2.313  0.133
10 H -1.954 0.908 -1.854  0.160
11 H -1.024 0.825 1.100  0.145
12 H -2.615 1.325 0.515  0.152
13 H -3.223 -1.141 0.062  0.143
14 H -2.743 -0.809 1.842  0.146
15 H -1.665 -2.911 0.871  0.151
16 H -0.881 -1.840 -0.383  0.096
17 H 0.536 -0.997 1.122  0.057
18 H 0.261 -2.400 1.966  0.113
19 H 4.795 3.294 -1.143  0.001
20 H 3.860 1.908 -0.923  -0.013
21 H 5.521 1.796 -0.809  0.016

Summary:
HOMO energy = -11.969 eV
net charge = +1
gap between HOMO and LUMO = 3.129 eV


Model y:
# C5H13N2O

A 2-piece molecular cluster, C5H13N2O overall (ωB97M-V/def2-TZVPD, the Open Molecules 2025 dataset).

Last column: Löwdin charge in e.
CARTESIAN COORDINATES (ANGSTROEM)
1 C -0.288 1.290 1.635  -0.254
2 O -0.035 0.551 2.831  -0.062
3 C -1.510 0.655 1.034  -0.175
4 C -2.410 1.259 0.260  -0.009
5 H 0.567 1.161 0.965  0.107
6 H -0.470 2.332 1.890  0.127
7 H 0.836 0.810 3.148  0.091
8 H -1.682 -0.378 1.321  0.113
9 H -3.323 0.769 -0.043  0.070
10 H -2.242 2.293 -0.031  0.075
11 C 1.638 -1.139 -1.473  -0.182
12 C 0.338 -0.875 -1.290  -0.111
13 N -0.321 0.198 -2.070  0.185
14 N 2.326 -2.138 -0.871  0.102
15 H 2.239 -0.566 -2.172  0.137
16 H -0.283 -1.227 -0.485  0.105
17 H -1.219 0.446 -1.629  0.121
18 H 0.246 1.049 -2.014  0.170
19 H -0.483 -0.034 -3.041  0.165
20 H 1.928 -2.591 -0.071  0.110
21 H 3.333 -2.042 -0.807  0.117

Summary:
HOMO energy = -13.109 eV
net charge = +1
gap between HOMO and LUMO = 9.756 eV


Which structure is most stable, and how do the rest compare? From most to least stable: model w, model y, model x.


Model w:
# H2NO4S

H2NO4S as an isolated structure (ωB97M-V/def2-TZVPD, the Open Molecules 2025 dataset).

Last column: Löwdin charge in e.
CARTESIAN COORDINATES (ANGSTROEM)
1 N -0.228 0.558 -0.977  -0.198
2 O 1.610 -0.573 0.785  -0.526
3 O -0.425 0.789 1.547  -0.455
4 O -0.059 -1.395 -1.193  -0.311
5 O -1.368 0.755 -0.539  -0.203
6 S 0.836 0.636 0.672  0.762
7 H 0.871 -1.455 -0.960  -0.081
8 H -1.237 0.685 0.665  0.011

Summary:
HOMO energy = -4.310 eV
net charge = -1
gap between HOMO and LUMO = 8.277 eV


Model x:
# H2NO4S

A 2-piece molecular cluster, H2NO4S overall (ωB97M-V/def2-TZVPD, the Open Molecules 2025 dataset).

Last column: Löwdin charge in e.
CARTESIAN COORDINATES (ANGSTROEM)
1 N 1.895 0.025 0.445  -0.201
2 O -1.040 -1.231 -0.385  -0.561
3 O -1.315 1.289 -0.293  -0.496
4 O 1.314 -1.071 0.176  -0.193
5 O 1.226 1.076 0.152  -0.201
6 S -1.732 -0.112 0.553  0.749
7 H 0.005 -1.292 -0.334  -0.030
8 H -0.352 1.316 -0.314  -0.067

Summary:
HOMO energy = -3.691 eV
net charge = -1
gap between HOMO and LUMO = 7.582 eV


Which structure is most stable, and how do the rest compare? From most to least stable: model x, model w.


Model w:
# C9H12N3O

An isolated ion of composition C9H12N3O and charge +1 (ωB97M-V/def2-TZVPD, the Open Molecules 2025 dataset).

Last column: Löwdin charge in e.
CARTESIAN COORDINATES (ANGSTROEM)
1 C -0.473 -3.152 -0.667  -0.035
2 C 0.831 -2.837 -0.348  -0.023
3 C -1.262 -2.240 -1.345  -0.050
4 C 1.240 -1.500 -0.379  -0.043
5 C -0.773 -1.010 -1.654  0.007
6 C 0.459 -0.584 -1.060  -0.205
7 C 0.786 1.943 -0.826  -0.054
8 C 0.079 1.362 1.397  -0.373
9 C -1.887 2.497 1.963  0.012
10 N 0.999 0.746 -1.372  0.123
11 N 0.071 2.182 0.268  0.149
12 N 1.069 0.405 1.621  0.150
13 O -0.907 1.665 2.191  0.057
14 H -0.887 -4.049 -0.592  0.074
15 H 1.428 -3.609 -0.015  0.095
16 H -2.161 -2.490 -1.729  0.085
17 H 2.158 -1.321 -0.030  0.075
18 H 1.260 2.743 -1.451  0.180
19 H -1.246 -0.345 -2.293  0.097
20 H -2.246 3.055 1.114  0.081
21 H -2.698 2.545 2.610  0.059
22 H 1.866 0.557 -1.843  0.160
23 H -0.066 3.172 0.301  0.152
24 H 1.833 0.649 2.244  0.123
25 H 0.528 -0.385 1.896  0.103

Summary:
HOMO energy (alpha / beta) = -11.463 / -11.053 eV
net charge = +1
gap between HOMO and LUMO (alpha / beta) = 7.557 / 7.195 eV


Model x:
# C9H12N3O

C9H12N3O as an isolated structure (ωB97M-V/def2-TZVPD, the Open Molecules 2025 dataset).

Last column: Löwdin charge in e.
CARTESIAN COORDINATES (ANGSTROEM)
1 C -1.686 -2.188 -1.980  0.015
2 C -0.524 -2.925 -2.038  0.014
3 C -1.753 -1.020 -1.178  -0.021
4 C 0.497 -2.532 -1.097  -0.024
5 C -0.886 1.112 0.079  -0.496
6 C 0.272 1.804 -0.625  -0.051
7 C 1.554 1.281 0.080  -0.143
8 C 1.089 0.853 1.453  -0.174
9 C -1.172 0.643 2.426  0.194
10 N -0.718 -0.678 -0.510  0.000
11 N 0.393 -1.346 -0.452  0.088
12 N -0.311 0.834 1.505  -0.053
13 O -2.068 1.346 0.073  0.034
14 H -2.526 -2.293 -2.616  0.111
15 H -0.480 -3.923 -2.548  0.140
16 H -2.433 -0.216 -1.112  0.118
17 H 1.531 -2.813 -1.006  0.116
18 H 0.299 1.429 -1.747  0.168
19 H -0.004 2.864 -0.642  0.137
20 H 2.244 0.574 -0.404  0.124
21 H 2.094 2.142 0.351  0.094
22 H 1.441 -0.117 1.856  0.143
23 H 1.461 1.552 2.278  0.168
24 H -2.263 0.761 2.179  0.145
25 H -0.704 0.130 3.334  0.155

Summary:
HOMO energy = -13.583 eV
net charge = +1
gap between HOMO and LUMO = 9.437 eV


Model y:
# C9H12N3O

An isolated ion of composition C9H12N3O and charge +1 (ωB97M-V/def2-TZVPD, the Open Molecules 2025 dataset).

Last column: Löwdin charge in e.
CARTESIAN COORDINATES (ANGSTROEM)
1 C 2.858 0.118 0.804  -0.032
2 C 3.011 -0.145 -0.590  0.009
3 C 1.595 0.430 1.244  -0.003
4 C 1.844 -0.344 -1.407  -0.001
5 C 0.435 0.461 0.384  -0.067
6 C 0.573 -0.055 -0.940  -0.154
7 C -1.644 0.192 -2.143  -0.324
8 C -0.881 0.602 1.084  -0.293
9 C -1.382 -1.733 1.475  0.012
10 N -0.458 -0.359 -1.913  0.077
11 N -2.179 1.000 -1.371  0.109
12 N -1.247 1.796 1.534  0.292
13 O -1.691 -0.364 1.384  0.029
14 H 3.713 0.331 1.337  0.090
15 H 3.923 -0.438 -1.027  0.097
16 H 1.457 0.775 2.191  0.090
17 H 1.942 -0.684 -2.456  0.130
18 H -1.924 -0.059 -3.131  0.127
19 H -0.474 -1.907 0.986  0.078
20 H -2.045 -2.431 1.077  0.086
21 H -1.328 -2.010 2.591  0.148
22 H -0.087 -0.999 -2.579  0.125
23 H -2.953 1.585 -1.801  0.103
24 H -1.020 2.655 1.162  0.123
25 H -2.039 1.580 2.107  0.148

Summary:
HOMO energy = -12.335 eV
net charge = +1
SMILES = [H]/N=C/Nc1ccccc1C(=[NH2+])OC
gap between HOMO and LUMO = 8.820 eV


Which structure is most stable, and how do the rest compare? From most to least stable: model y, model x, model w.


Model w:
# C3H9N2PS

C3H9N2PS as an isolated structure (ωB97M-V/def2-TZVPD, the Open Molecules 2025 dataset).

Last column: Löwdin charge in e.
CARTESIAN COORDINATES (ANGSTROEM)
1 C 0.423 1.245 0.284  -0.244
2 C -0.041 2.402 1.106  -0.067
3 C -0.762 -2.148 -0.204  -0.240
4 N 0.513 0.111 0.886  -0.173
5 N 1.301 -0.647 -1.984  -0.102
6 P 0.887 -1.332 0.176  0.313
7 S 2.300 -2.213 1.191  0.152
8 H 0.497 1.359 -0.782  0.089
9 H -0.491 3.238 0.575  0.073
10 H -0.700 2.099 1.863  0.051
11 H 0.928 2.637 1.706  0.126
12 H -0.930 -2.229 -1.287  0.030
13 H -0.942 -3.077 0.389  0.042
14 H -1.523 -1.409 0.284  0.065
15 H 1.640 -1.288 -2.650  -0.057
16 H 2.082 -0.142 -1.575  -0.058

Summary:
HOMO energy = -8.599 eV
gap between HOMO and LUMO = 8.719 eV


Model x:
# C3H9N2PS

A 2-piece molecular cluster, C3H9N2PS overall (ωB97M-V/def2-TZVPD, the Open Molecules 2025 dataset).

Last column: Löwdin charge in e.
CARTESIAN COORDINATES (ANGSTROEM)
1 C 0.917 -1.178 0.393  -0.302
2 C 1.919 -2.193 0.029  -0.085
3 C -0.206 2.380 1.048  0.002
4 N -0.005 -0.771 -0.334  -0.142
5 N -1.763 0.646 -1.738  -0.160
6 P -1.344 0.225 -0.240  0.277
7 S -2.955 -0.576 0.593  0.093
8 H 1.103 -0.783 1.370  0.105
9 H 1.747 -2.818 -0.918  0.111
10 H 2.955 -1.761 -0.006  0.092
11 H 2.180 -2.800 0.895  0.069
12 H -0.425 2.556 2.085  -0.016
13 H 0.789 2.204 0.667  -0.029
14 H -0.794 3.008 0.446  -0.062
15 H -1.454 1.423 -2.223  0.023
16 H -2.664 0.436 -2.066  0.024

Summary:
HOMO energy (alpha / beta) = -7.842 / -7.829 eV
gap between HOMO and LUMO (alpha / beta) = 7.409 / 7.408 eV


Which structure is most stable, and how do the rest compare? From most to least stable: model w, model x.